The following is a DFT calculation (ωB97M-V with the def2-TZVPD basis set) of a structure of composition C36H44Ge2OPdS2Si in a non-equilibrium geometry.

Calculated values
E	-186153.36354	eV
net charge	0
lowest unoccupied orbital energy	-0.050	Eh

```
87
Properties=species:S:1:pos:R:3:mulliken_charge:R:1
Pd 0.527 0.030 0.633 -1.237
C -3.216 -3.447 0.302 -1.180
C -2.066 -2.783 1.069 -0.418
Ge -1.156 -1.538 -0.128 0.552
C -0.283 -2.656 -1.523 0.117
C -1.127 -2.869 -2.791 -0.990
C -2.468 -0.523 -1.147 -0.455
C -2.259 0.738 -1.516 -0.340
Ge -0.794 1.661 -0.558 1.464
C -1.529 2.381 1.126 0.100
C -2.745 3.306 1.033 -1.531
C 0.078 3.113 -1.568 -0.016
C -0.497 3.455 -2.949 -1.328
C -3.160 1.384 -2.519 -0.475
C -3.642 2.684 -2.368 0.405
C -4.543 3.226 -3.274 -1.036
C -4.964 2.483 -4.369 -0.458
C -4.473 1.196 -4.550 -0.903
C -3.583 0.655 -3.633 -0.406
H -3.652 -4.239 0.912 0.445
H -2.886 -3.901 -0.633 0.231
H -4.008 -2.736 0.065 0.295
H -1.336 -3.522 1.403 0.434
H -2.435 -2.278 1.961 0.239
H -0.025 -3.619 -1.068 0.520
H 0.656 -2.186 -1.792 -0.644
H -2.107 -3.306 -2.586 0.242
H -0.613 -3.538 -3.487 0.417
H -1.303 -1.924 -3.310 -0.035
H -3.358 -1.037 -1.517 0.785
H -0.705 2.873 1.646 0.394
H -1.780 1.502 1.722 -0.318
H -2.546 4.196 0.428 0.359
H -3.034 3.653 2.028 0.427
H -3.608 2.794 0.603 0.352
H 1.129 2.850 -1.684 0.002
H 0.046 3.984 -0.905 0.858
H -0.652 2.566 -3.563 0.193
H 0.193 4.110 -3.487 0.430
H -1.453 3.970 -2.878 0.460
H -3.317 3.276 -1.523 0.589
H -4.917 4.232 -3.124 0.416
H -5.663 2.905 -5.080 0.380
H -4.785 0.612 -5.408 0.416
H -3.198 -0.349 -3.782 0.335
C -2.065 -0.295 3.992 -1.165
O -0.857 -0.107 3.236 -0.026
C 0.274 0.286 3.900 0.055
S 0.367 0.356 5.542 -0.307
S 1.540 0.734 2.816 -0.310
H -2.869 -0.268 3.260 0.305
H -2.186 0.502 4.720 0.503
H -2.043 -1.249 4.514 0.329
C 3.511 -4.133 -0.350 -0.565
C 3.710 -3.520 -1.578 -0.718
C 3.337 -2.192 -1.762 -0.402
C 2.778 -1.451 -0.719 0.288
C 2.588 -2.090 0.517 -0.185
C 2.943 -3.417 0.700 -0.924
Si 2.167 0.299 -0.980 1.113
C 3.294 1.494 -0.135 1.257
C 4.618 1.080 0.060 -0.351
C 5.515 1.881 0.752 -0.740
C 5.101 3.100 1.268 -0.627
C 3.790 3.522 1.092 -0.950
C 2.892 2.723 0.403 0.028
C 1.900 0.524 -2.788 0.648
C 2.951 0.970 -3.595 -0.675
C 2.800 1.034 -4.975 -0.826
C 1.599 0.653 -5.560 -0.833
C 0.544 0.215 -4.768 -0.587
C 0.694 0.154 -3.390 0.836
H 3.796 -5.169 -0.208 0.385
H 4.141 -4.078 -2.399 0.422
H 3.472 -1.733 -2.736 0.418
H 2.149 -1.538 1.353 0.280
H 2.781 -3.892 1.661 0.478
H 4.948 0.121 -0.324 0.330
H 6.533 1.543 0.903 0.425
H 5.798 3.716 1.822 0.387
H 3.463 4.467 1.508 0.430
H 1.868 3.054 0.311 0.123
H 3.892 1.277 -3.146 0.399
H 3.618 1.382 -5.593 0.431
H 1.484 0.700 -6.636 0.390
H -0.395 -0.077 -5.223 0.449
H -0.134 -0.185 -2.776 -0.603
```



The following is a DFT calculation (ωB97M-V with the def2-TZVPD basis set) of a structure of composition C4H3I in a non-equilibrium geometry.

Calculated values
relative energy (zero: lowest compared OMol25 entry of this formula, charge and spin)	82.2	kcal/mol
E	-12290.93277	eV
net charge	0
lowest unoccupied orbital energy	-0.052	Eh

```
8
Properties=species:S:1:pos:R:3:mulliken_charge:R:1
C -1.372 -1.028 -0.511 -0.188
C -1.702 -0.745 0.734 -0.125
C -0.237 0.097 -0.525 -0.316
C -0.399 -0.207 0.937 -0.129
I -3.452 -1.637 2.434 -0.018
H 0.678 -0.327 -0.948 0.240
H -0.440 1.076 -0.708 0.298
H 0.361 -0.619 1.714 0.237
```



The following is a DFT calculation (ωB97M-V with the def2-TZVPD basis set) of a structure of composition C44H48ClIN3OP2W in a non-equilibrium geometry.

Calculated values
E	-93947.24242	eV
net charge	+1
<S²>	2.05
lowest unoccupied orbital energy (alpha / beta)	-0.140 / -0.140	Eh
spin multiplicity	3

```
101
Properties=species:S:1:pos:R:3:mulliken_charge:R:1
W -0.284 -0.503 -0.053 1.758
C -3.355 -1.588 1.259 -1.473
C -3.869 -0.177 0.966 0.693
C -4.545 0.416 2.200 -1.530
P -2.393 0.791 0.324 -0.057
C -3.040 1.950 -1.002 0.732
C -4.245 2.832 -0.672 -1.538
C -3.333 1.090 -2.234 -1.525
C -1.847 1.797 1.752 -0.109
C -2.484 2.928 2.243 -0.610
C -2.040 3.566 3.396 0.407
C -2.705 4.809 3.899 -1.691
C -0.966 3.011 4.084 -1.303
C -0.294 1.912 3.594 -0.507
C -0.707 1.284 2.414 0.281
N -0.021 0.236 1.817 0.793
C 0.855 -0.549 2.579 0.129
C 0.589 -0.990 3.873 -0.290
C 1.408 -1.929 4.481 -1.330
C 2.516 -2.456 3.832 0.368
C 3.340 -3.547 4.439 -1.712
C 2.825 -1.971 2.563 -0.525
C 2.022 -1.032 1.941 -0.464
P 2.144 -0.395 0.245 1.215
C 3.496 -1.261 -0.685 0.406
C 3.092 -2.727 -0.865 -1.167
C 4.901 -1.088 -0.117 -1.260
C 2.596 1.414 0.513 1.185
C 3.064 2.074 -0.782 -1.406
C 3.592 1.669 1.641 -1.537
H -4.152 -2.213 1.661 0.624
H -2.991 -2.064 0.340 0.144
H -2.544 -1.561 1.996 0.145
H -4.593 -0.230 0.143 0.540
H -3.865 0.443 3.050 0.300
H -4.901 1.426 2.018 0.313
H -5.400 -0.201 2.475 0.530
H -2.179 2.596 -1.215 0.264
H -5.012 2.289 -0.127 0.233
H -3.958 3.717 -0.111 0.434
H -4.690 3.182 -1.602 0.508
H -4.245 0.513 -2.105 0.405
H -3.463 1.723 -3.107 0.486
H -2.505 0.407 -2.428 0.236
H -3.348 3.321 1.733 0.191
H -3.174 5.361 3.088 0.397
H -3.476 4.559 4.628 0.311
H -1.988 5.462 4.393 0.421
H -0.640 3.459 5.011 0.439
H 0.578 1.553 4.117 0.622
H -0.300 -0.646 4.383 0.553
H 1.160 -2.277 5.472 0.359
H 2.958 -3.826 5.416 0.396
H 3.318 -4.433 3.806 0.349
H 4.382 -3.248 4.538 0.362
H 3.698 -2.357 2.064 0.432
H 3.466 -0.774 -1.671 0.368
H 3.010 -3.244 0.089 0.214
H 2.129 -2.792 -1.379 0.119
H 3.834 -3.244 -1.470 0.601
H 4.985 -1.456 0.899 0.087
H 5.603 -1.642 -0.737 0.545
H 5.197 -0.042 -0.124 0.300
H 1.627 1.867 0.797 -0.114
H 4.031 1.683 -1.090 0.277
H 2.344 1.914 -1.584 0.135
H 3.163 3.147 -0.621 0.505
H 4.598 1.382 1.353 0.335
H 3.604 2.735 1.866 0.490
H 3.326 1.126 2.546 0.278
Cl -0.948 -7.113 -2.289 -0.245
C -0.790 -5.678 -1.346 0.630
C -0.725 -5.778 0.032 -0.297
C -0.581 -4.638 0.809 -0.214
I -0.515 -4.711 2.912 0.030
C -0.506 -3.372 0.228 -0.366
O -0.357 -2.245 0.860 0.382
C -0.591 -3.273 -1.184 -0.143
N -0.520 -1.985 -1.653 0.229
C -0.593 -1.846 -2.994 -0.021
C -0.759 -2.919 -3.860 -1.146
C -0.825 -4.214 -3.385 -1.096
C -0.736 -4.424 -1.995 0.289
H -0.789 -6.745 0.507 0.524
H -0.485 -0.836 -3.369 0.087
H -0.844 -2.724 -4.919 0.500
H -0.928 -5.058 -4.048 0.530
N 2.096 4.572 -8.289 -0.472
C 1.669 4.044 -7.367 -0.086
C 1.192 3.374 -6.218 0.491
C 1.787 2.169 -5.838 -0.818
C 1.390 1.549 -4.676 -0.091
C 0.391 2.117 -3.868 0.358
C -0.245 3.290 -4.292 -0.428
C 0.154 3.914 -5.455 -0.882
C 0.105 1.494 -2.631 0.011
C -0.040 0.921 -1.556 -0.697
H 2.578 1.753 -6.446 0.460
H 1.868 0.632 -4.356 0.413
H -1.039 3.716 -3.694 0.526
H -0.315 4.831 -5.775 0.475
```



The following is a DFT calculation (ωB97M-V with the def2-TZVPD basis set) of a cluster of 6 separate species, C6H24N10O6 in total in a non-equilibrium geometry.

Calculated values
SMILES	NC(N)=O.NC(N)=O.NC(N)=O.NC(N)=O.NC(N)=O.CO
relative energy (zero: lowest compared OMol25 entry of this formula, charge and spin)	18.2	kcal/mol
E	-33801.85084	eV
net charge	0
lowest unoccupied orbital energy	0.007	Eh

```
46
Properties=species:S:1:pos:R:3:mulliken_charge:R:1
C 3.702 0.396 -0.043 0.645
O 3.207 1.402 0.461 -0.737
N 4.342 0.388 -1.239 -0.395
N 3.664 -0.841 0.547 -0.412
H 4.920 -0.371 -1.542 0.163
H 4.435 1.225 -1.788 0.230
H 3.550 -0.809 1.547 0.235
H 3.954 -1.680 0.089 0.182
C -0.782 5.416 -2.103 0.565
O 0.029 6.336 -2.059 -0.646
N -1.938 5.495 -2.830 -0.407
N -0.590 4.194 -1.519 -0.231
H -2.551 4.706 -2.811 0.193
H -1.888 6.179 -3.566 0.229
H -1.168 3.384 -1.627 0.116
H 0.254 4.105 -0.981 0.154
C 0.677 -5.300 -2.212 0.516
O 1.580 -5.770 -2.905 -0.662
N -0.543 -5.888 -2.126 -0.336
N 0.805 -4.172 -1.467 -0.215
H -0.596 -6.792 -2.558 0.187
H -1.235 -5.501 -1.518 0.183
H -0.033 -3.687 -1.175 0.261
H 1.671 -3.850 -1.089 0.121
C -0.513 1.066 -0.019 0.690
O -1.747 1.144 -0.072 -0.719
N 0.137 -0.095 -0.335 -0.240
N 0.275 2.023 0.545 -0.353
H -0.469 -0.900 -0.345 0.075
H 1.081 -0.147 0.002 0.188
H -0.205 2.681 1.131 0.238
H 1.280 1.947 0.520 0.240
C -2.648 -2.953 0.175 0.668
O -1.774 -2.749 -0.671 -0.707
N -3.245 -4.164 0.372 -0.323
N -3.217 -1.942 0.880 -0.382
H -3.059 -5.022 -0.106 0.172
H -3.911 -4.187 1.120 0.154
H -2.861 -1.015 0.686 0.191
H -3.883 -2.077 1.612 0.163
C -0.366 3.013 4.594 -0.384
O 0.326 2.363 5.651 -0.509
H -1.406 2.686 4.592 0.236
H -0.483 4.101 4.610 0.276
H 0.152 2.744 3.670 0.087
H 1.073 2.914 5.902 0.301
```



The following is a DFT calculation (ωB97M-V with the def2-TZVPD basis set) of a structure of composition H10NaO9S in a non-equilibrium geometry.

Calculated values
E	-33841.32608	eV
net charge	0
<S²>	0.76
lowest unoccupied orbital energy (alpha / beta)	-0.030 / -0.090	Eh
spin multiplicity	2

```
21
Properties=species:S:1:pos:R:3:mulliken_charge:R:1
Na 0.244 0.153 -0.505 0.860
S 0.548 0.141 2.936 1.205
O 1.127 1.080 3.871 -0.460
O 0.336 0.858 1.705 -0.639
O 1.468 -0.946 2.690 -0.707
O -0.770 -0.296 3.428 -0.453
O -3.046 1.292 -1.190 -0.578
H -2.171 1.640 -1.016 0.362
H -3.476 1.972 -1.708 0.285
O -0.251 2.318 -1.633 -0.612
H 0.154 2.954 -1.043 0.338
H -0.623 2.847 -2.338 0.277
O 1.121 -2.546 0.685 -0.653
H 1.408 -2.111 1.488 0.425
H 1.588 -2.090 -0.015 0.366
O -1.537 -1.398 -0.891 -0.512
H -2.360 -1.763 -0.566 0.244
H -1.510 -1.652 -1.813 0.290
O 2.207 -0.800 -1.260 -0.621
H 2.607 -1.354 -1.931 0.262
H 2.937 -0.300 -0.895 0.323
```